1.
# C23H47BrCl2I2N2O9P3

3 unconnected molecules or ions with the total composition C23H47BrCl2I2N2O9P3 at a distorted geometry (ωB97M-V/def2-TZVPD, the Open Molecules 2025 dataset).

Values from the calculation:
* charge: -1
* HOMO-LUMO gap: 5.4 eV

Each line ends with the Mulliken charge.
Element x y z (Å)
C -0.445 4.353 3.965  -1.031
C -0.444 3.621 2.503  0.495
N 0.339 4.312 1.674  -0.753
C -1.376 2.416 2.258  -0.977
P -0.851 0.635 1.823  1.552
N -2.177 0.638 0.618  -0.411
C 0.240 1.170 0.295  -0.506
C 1.795 1.153 0.475  0.052
O 2.405 2.256 0.546  -0.522
Br 2.954 -0.489 0.544  -0.179
C 0.640 0.475 3.021  0.061
Cl 1.768 1.739 3.703  -0.176
C 1.029 -0.814 3.546  -0.053
C 2.269 -0.985 4.579  -1.230
Cl 0.278 -2.421 3.156  -0.172
C -2.118 -0.231 3.039  -1.009
I -3.372 -1.852 2.156  -0.107
C -2.344 -0.042 4.398  0.461
C -3.478 -0.923 5.167  -1.318
I -1.284 1.297 5.649  0.033
H -0.393 5.497 3.803  0.352
H -1.448 4.184 4.512  0.241
H 0.463 4.082 4.591  0.188
H 0.216 3.840 0.769  0.273
H -1.988 2.773 1.331  0.011
H -2.221 2.414 3.052  0.404
H -0.547 -0.691 1.372  0.229
H -3.088 0.921 0.966  0.105
H -2.161 -0.133 -0.044  0.284
H 0.054 0.332 -0.493  0.490
H -0.206 2.076 -0.269  0.333
H 2.516 -2.075 4.791  0.360
H 3.233 -0.519 4.144  0.308
H 2.004 -0.513 5.599  0.235
H -3.558 -0.589 6.252  0.367
H -4.521 -0.765 4.701  0.316
H -3.186 -2.038 5.183  0.324
O -5.329 4.925 -1.449  -0.712
P -4.876 4.286 -2.765  0.949
O -4.524 2.789 -2.150  -0.328
C -5.591 1.952 -1.738  -0.226
C -6.415 1.465 -2.916  -1.066
O -3.340 4.908 -2.763  -0.330
C -3.020 6.060 -1.987  -0.476
C -2.536 5.669 -0.606  -0.810
O -4.465 3.658 -4.313  -0.221
C -5.385 3.918 -5.370  -0.172
C -5.755 5.384 -5.485  -1.143
H -6.221 2.470 -1.010  0.275
H -5.143 1.091 -1.234  0.275
H -7.011 2.285 -3.328  0.191
H -7.103 0.674 -2.610  0.444
H -5.773 1.087 -3.716  0.271
H -3.873 6.742 -1.945  0.320
H -2.221 6.593 -2.510  0.385
H -3.192 4.935 -0.127  0.251
H -2.470 6.544 0.043  0.391
H -1.550 5.204 -0.662  0.161
H -6.282 3.309 -5.229  0.205
H -4.910 3.589 -6.298  0.330
H -6.288 5.730 -4.592  0.362
H -6.406 5.548 -6.347  0.390
H -4.861 6.004 -5.591  0.280
O 5.694 -6.408 -2.534  -0.737
P 5.489 -5.628 -1.231  1.064
O 6.925 -4.801 -1.266  -0.372
C 7.095 -3.775 -2.230  -0.329
C 6.208 -2.576 -1.943  -0.988
O 5.944 -6.849 -0.203  -0.356
C 5.925 -8.206 -0.631  -0.344
C 7.263 -8.614 -1.214  -1.033
O 5.113 -4.756 0.199  -0.269
C 3.818 -4.158 0.257  0.136
C 2.702 -5.131 -0.069  -1.233
H 6.910 -4.164 -3.235  0.262
H 8.143 -3.464 -2.183  0.329
H 5.163 -2.817 -2.156  0.190
H 6.488 -1.725 -2.569  0.470
H 6.274 -2.280 -0.894  0.255
H 5.104 -8.374 -1.332  0.318
H 5.714 -8.822 0.248  0.357
H 7.639 -7.887 -1.941  0.278
H 7.190 -9.586 -1.708  0.338
H 8.020 -8.678 -0.430  0.281
H 3.783 -3.300 -0.419  -0.085
H 3.683 -3.778 1.273  0.394
H 2.774 -5.485 -1.104  0.367
H 1.729 -4.650 0.054  0.380
H 2.751 -6.009 0.580  0.304

2.
# C40H110N10O10

10 unconnected molecules or ions with the total composition C40H110N10O10 at a distorted geometry (ωB97M-V/def2-TZVPD, the Open Molecules 2025 dataset).

Values from the calculation:
* structure (SMILES): COC[C@H](C)N.COC[C@H](C)N.COC[C@H](C)N.COC[C@H](C)N.COC[C@H](C)N.COC[C@H](C)N.COC[C@H](C)N.COC[C@H](C)N.COC[C@H](C)N.COC[C@H](C)N
* HOMO-LUMO gap: 9.1 eV
* energy relative to the best compared isomer or geometry (same formula, charge and spin): 30.0 kcal/mol

Each line ends with the Mulliken charge.
Element x y z (Å)
C -3.654 2.819 -4.670  -0.723
O -3.007 1.597 -4.815  -0.386
C -2.994 0.840 -3.627  -0.200
C -2.429 -0.526 -3.789  2.866
C -3.145 -1.480 -4.724  -2.065
N -2.503 -1.215 -2.488  0.057
H -3.061 3.426 -3.953  0.276
H -4.678 2.673 -4.283  0.294
H -3.688 3.306 -5.655  0.257
H -2.428 1.378 -2.858  0.175
H -4.016 0.733 -3.215  0.324
H -1.412 -0.382 -4.186  -2.143
H -2.733 -2.478 -4.664  0.564
H -3.096 -1.200 -5.752  0.511
H -4.213 -1.430 -4.458  0.337
H -1.890 -0.739 -1.852  -0.314
H -2.249 -2.199 -2.440  0.245
C 7.903 3.353 -0.255  -0.956
O 6.517 3.368 -0.272  -0.222
C 5.953 3.691 1.021  -0.663
C 4.516 4.105 0.826  0.516
C 3.774 4.429 2.088  -1.342
N 3.734 3.014 0.165  0.111
H 8.277 3.065 -1.221  0.292
H 8.317 2.634 0.463  0.355
H 8.355 4.310 -0.011  0.380
H 5.996 2.782 1.685  0.125
H 6.503 4.496 1.548  0.454
H 4.539 4.999 0.213  0.312
H 2.920 5.072 1.909  0.272
H 4.395 4.929 2.826  0.405
H 3.371 3.552 2.563  0.248
H 3.538 2.326 0.882  -0.506
H 4.299 2.541 -0.542  0.192
C 4.279 1.599 -5.044  -0.846
O 3.032 1.147 -4.670  -0.086
C 2.379 0.440 -5.692  -1.288
C 0.943 0.224 -5.386  1.980
C 0.315 -0.563 -6.505  -1.675
N 0.257 1.499 -5.262  -0.684
H 4.195 2.357 -5.848  0.303
H 4.962 0.810 -5.223  0.302
H 4.770 2.102 -4.200  0.172
H 2.398 1.071 -6.619  0.547
H 2.946 -0.511 -5.880  0.277
H 0.863 -0.395 -4.462  -0.457
H 0.825 -1.510 -6.637  0.392
H 0.405 -0.013 -7.436  0.461
H -0.746 -0.788 -6.357  0.117
H -0.757 1.457 -5.392  0.251
H 0.480 2.018 -4.408  0.236
C -4.182 -5.121 2.556  -0.639
O -3.282 -4.774 1.525  -0.319
C -2.018 -4.231 1.955  0.220
C -1.135 -4.125 0.749  0.222
C 0.154 -3.486 1.149  -0.728
N -1.779 -3.388 -0.380  -0.408
H -4.256 -4.316 3.337  0.208
H -3.920 -6.101 3.020  0.299
H -5.148 -5.209 2.051  0.244
H -2.303 -3.258 2.416  -0.699
H -1.501 -4.789 2.736  0.561
H -0.928 -5.132 0.351  0.350
H -0.016 -2.453 1.463  -0.318
H 0.843 -3.437 0.303  -0.076
H 0.607 -4.043 1.951  0.552
H -2.634 -3.865 -0.571  0.361
H -2.026 -2.444 -0.043  -0.040
C -0.840 5.649 1.213  -0.418
O -1.222 5.440 2.602  -0.469
C -1.360 4.030 2.923  -0.346
C -1.761 3.814 4.341  0.884
C -1.848 2.323 4.597  -0.964
N -3.078 4.433 4.568  -0.676
H -1.733 5.414 0.597  0.277
H -0.036 4.941 0.912  0.040
H -0.517 6.686 1.102  0.288
H -2.108 3.599 2.214  0.216
H -0.414 3.572 2.561  -0.015
H -0.929 4.243 4.941  0.110
H -2.328 2.260 5.580  0.232
H -0.900 1.792 4.680  0.374
H -2.422 1.830 3.833  0.019
H -3.141 5.394 4.227  0.219
H -3.443 4.287 5.516  0.222
C -6.092 1.912 -0.012  -0.551
O -6.777 0.796 -0.524  -0.443
C -6.333 -0.440 0.118  0.135
C -6.713 -1.607 -0.761  0.051
C -6.016 -2.857 -0.183  -0.784
N -6.266 -1.482 -2.147  -0.724
H -6.536 2.784 -0.496  0.300
H -5.058 1.793 -0.272  0.100
H -6.193 2.012 1.072  0.308
H -5.249 -0.447 0.255  -0.178
H -6.759 -0.469 1.118  0.443
H -7.787 -1.723 -0.786  0.354
H -4.940 -2.818 -0.404  -0.186
H -6.386 -3.791 -0.616  0.351
H -6.102 -2.968 0.921  0.220
H -6.518 -0.523 -2.423  0.392
H -5.220 -1.466 -2.227  0.192
C 3.824 -3.947 1.191  -0.675
O 3.310 -2.879 1.999  -0.395
C 3.651 -1.598 1.541  0.781
C 3.627 -0.680 2.667  0.023
C 2.265 -0.469 3.252  -1.806
N 4.189 0.631 2.314  -0.285
H 3.340 -3.866 0.203  0.124
H 3.575 -4.913 1.630  0.309
H 4.906 -3.959 1.003  0.357
H 4.613 -1.492 1.010  0.225
H 2.850 -1.400 0.834  -0.552
H 4.224 -1.168 3.445  0.267
H 1.768 -1.386 3.539  0.534
H 1.680 0.148 2.532  0.239
H 2.378 0.201 4.114  0.457
H 5.178 0.579 2.060  0.200
H 4.050 1.305 3.061  0.280
C -4.506 -1.304 3.208  -0.037
O -4.372 -1.611 4.624  -0.508
C -3.053 -1.576 5.078  0.957
C -2.991 -2.007 6.496  0.413
C -3.421 -0.927 7.490  -1.422
N -1.614 -2.356 6.778  -0.569
H -5.566 -1.380 3.161  0.212
H -3.935 -2.127 2.769  -0.126
H -4.187 -0.314 2.832  0.163
H -2.464 -2.276 4.429  -0.450
H -2.632 -0.575 4.933  -0.188
H -3.733 -2.806 6.527  0.198
H -2.647 -0.153 7.380  0.343
H -3.452 -1.370 8.480  0.413
H -4.394 -0.476 7.314  0.292
H -1.224 -3.004 6.114  0.153
H -1.336 -2.597 7.723  0.227
C -1.287 0.486 1.371  -0.947
O -0.547 0.421 0.190  1.235
C -0.005 1.580 -0.274  -1.188
C 0.827 1.257 -1.536  3.064
C 1.811 0.100 -1.360  0.191
N 1.358 2.504 -2.016  -0.805
H -2.298 0.829 1.210  0.303
H -0.744 0.959 2.215  -0.065
H -1.291 -0.532 1.766  -0.002
H -0.813 2.314 -0.524  0.159
H 0.647 2.021 0.518  -0.063
H 0.173 0.943 -2.351  -1.553
H 2.432 0.095 -2.250  -0.241
H 1.290 -0.845 -1.139  0.442
H 2.470 0.274 -0.525  -1.048
H 2.095 2.787 -1.389  0.267
H 1.828 2.331 -2.885  0.269
C 5.897 0.010 -1.342  -0.370
O 5.840 -0.832 -2.486  -0.445
C 5.049 -2.009 -2.264  0.159
C 4.227 -2.316 -3.534  2.365
C 3.333 -3.534 -3.441  -1.209
N 5.021 -2.369 -4.739  -0.714
H 4.963 0.556 -1.131  -0.023
H 6.704 0.707 -1.525  0.250
H 6.200 -0.575 -0.480  0.312
H 5.717 -2.885 -1.951  0.198
H 4.307 -1.817 -1.455  -0.483
H 3.575 -1.433 -3.631  -1.418
H 3.824 -4.513 -3.438  0.394
H 2.688 -3.493 -4.310  0.398
H 2.789 -3.397 -2.509  0.050
H 5.608 -3.211 -4.752  0.293
H 5.701 -1.632 -4.809  0.260

3.
# C4H10BrN2

2 unconnected molecules or ions with the total composition C4H10BrN2 at a distorted geometry (ωB97M-V/def2-TZVPD, the Open Molecules 2025 dataset).

Values from the calculation:
* charge: +1
* HOMO-LUMO gap: 6.4 eV
* energy relative to the best compared isomer or geometry (same formula, charge and spin): 46.8 kcal/mol

Each line ends with the Mulliken charge.
Element x y z (Å)
C 1.772 2.201 -0.168  0.202
C -2.381 -0.590 0.564  -1.399
C -0.021 -0.881 0.698  -1.014
C -1.115 -1.067 -0.072  1.312
N 2.919 1.521 -0.112  -0.079
N -1.128 -1.539 -1.317  -0.402
Br 1.698 -1.418 0.003  -0.251
H 1.527 3.313 -0.198  0.305
H -3.096 -0.099 -0.001  0.434
H -2.912 -1.417 0.901  0.405
H -2.226 0.110 1.520  0.265
H -0.182 -0.559 1.717  0.415
H 0.873 1.521 -0.108  0.073
H 3.813 1.978 -0.055  0.286
H 2.789 0.479 0.133  0.130
H -1.985 -1.658 -1.766  0.207
H -0.347 -1.893 -1.739  0.108

no.,electronic energy (eV)
1,-185170.3453
2,-78634.4684
3,-77324.4203